Entry 1:
104
Properties=species:S:1:pos:R:3:forces:R:3 method="wB97M-V/def2-TZVPD" lumo_energy_ev="-2.3 / -2.3" charge=+1 spin_multiplicity=1 e_homo_ha="-0.3390 / -0.3390"
W 0.3457 -0.0956 -0.5957 0.41 0.80 -0.13
O 1.3986 -1.2158 0.3963 -0.25 -0.65 0.30
C 2.0911 -2.4291 0.5956 0.30 0.07 -0.10
C 2.2220 -3.0444 -0.8043 -0.06 -0.01 0.03
C 0.8714 -3.4654 -1.3112 0.04 0.07 -0.01
C 0.6585 -4.8060 -1.5837 -0.03 -0.06 -0.01
C -0.6000 -5.2355 -1.9609 0.00 0.12 0.01
C -1.6001 -4.2907 -2.0620 0.03 -0.12 -0.03
C -1.3213 -2.9569 -1.7955 0.01 0.10 0.03
C -2.4640 -1.9816 -1.8786 0.02 -0.04 0.00
C -2.1612 -0.6069 -2.4597 -0.09 0.06 -0.18
O -1.1336 -0.0079 -1.6836 -0.53 -0.07 0.04
C -1.6592 -0.6139 -3.9005 0.11 0.00 0.04
C -1.5343 -1.7646 -4.6655 -0.09 0.02 0.00
C -1.0138 -1.7035 -5.9545 0.00 -0.01 -0.02
C -0.6096 -0.4927 -6.4880 0.01 0.02 -0.01
C -0.7383 0.6672 -5.7318 -0.02 -0.01 0.02
C -1.2612 0.6035 -4.4530 0.02 -0.01 0.02
C -3.4276 0.2372 -2.2893 0.02 -0.04 0.03
C -3.7355 0.7526 -1.0301 0.03 -0.02 -0.04
C -4.9024 1.4743 -0.8333 0.00 -0.01 0.00
C -5.7838 1.6731 -1.8886 -0.01 0.01 0.02
C -5.4933 1.1428 -3.1350 0.00 -0.01 -0.02
C -4.3204 0.4254 -3.3357 0.04 0.03 -0.01
N -0.1015 -2.5358 -1.4209 0.00 -0.20 0.01
C 3.4334 -2.0398 1.2145 0.01 0.01 -0.02
C 4.6385 -2.1258 0.5323 -0.02 0.00 0.02
C 5.8193 -1.6997 1.1340 0.01 -0.02 0.01
C 5.7987 -1.1800 2.4173 0.01 -0.01 0.00
C 4.5921 -1.0838 3.1035 0.00 -0.01 0.00
C 3.4206 -1.5111 2.5049 0.00 -0.02 0.01
C 1.3094 -3.3521 1.5208 -0.05 0.05 0.01
C 1.8779 -4.5694 1.8832 0.02 -0.02 0.00
C 1.1826 -5.4561 2.6886 0.02 -0.02 -0.01
C -0.0873 -5.1321 3.1475 -0.03 0.05 0.00
C -0.6509 -3.9137 2.8011 0.02 -0.06 0.01
C 0.0441 -3.0255 1.9891 0.01 0.03 -0.03
H 2.8755 -3.9147 -0.7760 0.00 -0.01 0.00
H 2.6695 -2.2994 -1.4674 0.00 -0.04 0.01
H 1.4745 -5.5064 -1.4748 0.01 0.01 0.01
H -0.7963 -6.2795 -2.1644 0.00 -0.01 0.00
H -2.6033 -4.5730 -2.3518 -0.01 0.01 0.00
H -2.8621 -1.8215 -0.8719 0.03 0.00 0.01
H -3.2704 -2.4310 -2.4598 -0.02 0.00 0.05
H -1.8497 -2.7241 -4.2804 0.01 -0.01 0.01
H -0.9284 -2.6093 -6.5403 0.00 -0.01 0.01
H -0.2042 -0.4467 -7.4900 0.00 0.00 0.00
H -0.4357 1.6213 -6.1433 0.00 0.00 0.00
H -1.3630 1.5090 -3.8684 0.02 0.00 -0.01
H -3.0535 0.5921 -0.2016 0.01 0.03 0.01
H -5.1280 1.8743 0.1470 0.00 0.00 0.00
H -6.6970 2.2328 -1.7363 0.00 0.00 0.00
H -6.1794 1.2868 -3.9592 0.00 0.00 0.00
H -4.0963 0.0209 -4.3146 -0.02 0.01 -0.01
H 4.6798 -2.5270 -0.4721 0.01 -0.01 0.00
H 6.7548 -1.7840 0.5961 0.00 0.00 -0.01
H 6.7197 -0.8657 2.8917 0.01 0.00 0.00
H 4.5698 -0.6871 4.1103 0.00 0.00 0.00
H 2.4799 -1.4437 3.0392 0.00 0.01 0.01
H 2.8779 -4.8211 1.5468 0.00 0.00 0.00
H 1.6345 -6.3992 2.9664 0.01 0.00 0.00
H -0.6287 -5.8223 3.7805 0.00 0.00 0.00
H -1.6342 -3.6468 3.1660 0.00 0.00 0.00
H -0.3986 -2.0706 1.7332 0.01 0.00 0.00
O 6.4946 1.4365 -0.3263 0.04 0.00 -0.02
C 5.1689 1.2684 -0.3672 -0.15 0.01 -0.01
C 4.3232 1.5193 0.7109 0.10 0.04 0.01
C 2.9788 1.2793 0.5682 -0.11 -0.02 -0.03
N 2.4272 0.8200 -0.5685 0.27 0.06 0.02
C 3.2529 0.6155 -1.5972 -0.18 -0.05 -0.07
Br 2.4635 0.0156 -3.2170 0.15 -0.03 0.01
C 4.6112 0.8219 -1.5637 0.05 0.03 0.00
H 6.7795 1.7138 0.5529 -0.01 0.00 0.00
H 4.7111 1.8729 1.6571 -0.02 0.00 0.00
H 2.2854 1.4424 1.3831 0.00 0.00 0.00
H 5.2306 0.6332 -2.4275 0.00 0.00 0.00
N -0.6990 4.0314 -1.9428 -0.02 0.01 -0.02
C 0.6413 4.2640 -2.1176 0.04 -0.02 -0.01
C 1.2502 3.0768 -1.8686 -0.02 -0.01 -0.03
N 0.3045 2.1199 -1.5541 -0.01 0.04 0.04
C -0.8566 2.7402 -1.6064 0.02 -0.02 0.07
H -1.4423 4.7018 -2.0382 -0.01 -0.01 -0.01
H 1.0375 5.2210 -2.4039 -0.01 0.01 0.00
H 2.3026 2.8721 -1.9170 0.00 0.00 0.01
H -1.8142 2.2999 -1.3945 -0.03 -0.01 0.01
C -4.4873 4.9358 5.2216 -0.04 0.01 0.01
C -3.7620 5.6026 6.3592 0.02 0.01 -0.04
O -4.2849 6.3202 7.1630 0.00 -0.03 0.02
S -1.9878 5.3391 6.5324 -0.01 0.02 -0.01
C -1.5696 4.2928 5.1573 -0.01 0.00 0.08
C -1.5016 2.9132 5.3302 0.00 0.01 -0.03
C -1.1565 2.0934 4.2697 0.01 0.00 0.02
C -0.8507 2.6415 3.0211 -0.01 -0.02 0.00
C -0.9010 4.0292 2.8628 0.00 0.02 -0.03
C -1.2587 4.8473 3.9201 0.01 -0.03 -0.02
C -0.4793 1.7986 1.9237 0.05 0.01 0.04
C -0.1509 1.0790 0.9973 -0.17 -0.02 -0.11
H -5.5552 5.0776 5.3689 0.01 0.02 0.01
H -4.2481 3.8754 5.1642 0.01 -0.01 0.00
H -4.1859 5.3957 4.2796 0.02 -0.02 -0.01
H -1.7294 2.4880 6.2989 0.00 -0.01 0.00
H -1.1165 1.0201 4.4004 0.00 0.00 -0.01
H -0.6476 4.4579 1.9016 0.00 0.00 0.00
H -1.2896 5.9217 3.7940 0.00 0.01 0.01

Entry 2:
101
Properties=species:S:1:pos:R:3:forces:R:3 method="wB97M-V/def2-TZVPD" lumo_energy_ev=-8.4 charge=+3 spin_multiplicity=1 e_homo_ha=-0.5454
Sn -18.0193 -15.2249 3.8946 -0.10 0.14 -0.48
O -15.5613 -15.7342 6.2874 0.32 -0.30 0.15
S -16.7201 -14.8444 6.1371 -0.25 0.12 -0.30
C -16.3470 -13.2096 6.6210 0.58 0.59 0.34
C -16.1654 -13.0573 7.9982 -0.22 -0.06 -0.29
C -15.9356 -11.8031 8.6037 -0.32 -0.10 -1.03
C -15.8869 -10.7248 7.7314 0.32 -0.31 1.35
C -15.7104 -9.2750 8.0497 0.84 0.52 0.83
C -15.3286 -8.5936 6.6940 -0.70 -0.02 0.86
C -15.4608 -9.7009 5.7156 0.26 -0.61 -0.75
C -15.1605 -9.7816 4.3824 0.45 0.43 -0.76
C -15.2596 -11.0097 3.7117 -0.30 -0.58 1.17
C -15.7028 -12.2063 4.2907 0.05 0.76 0.02
P -15.5960 -13.7288 3.2867 -0.06 0.33 -0.53
C -16.0907 -13.1916 1.4883 0.33 -0.82 0.07
C -16.2647 -11.8414 0.7143 -0.23 -0.75 0.24
C -17.5894 -11.7737 0.1524 -1.48 1.30 1.72
C -16.5976 -14.2717 -1.1541 0.35 1.35 1.04
C -15.4239 -13.6900 -0.8764 0.38 -0.91 -1.33
C -15.1891 -12.8951 0.3329 -0.42 0.37 0.84
C -13.8266 -14.1786 3.2221 -0.76 -0.58 0.21
C -12.8811 -13.2508 2.7802 -0.12 0.21 0.35
C -11.5427 -13.4864 3.0054 0.76 0.08 -0.10
C -11.1315 -14.6609 3.6631 -0.91 0.35 -0.03
C -12.0691 -15.6208 4.0397 -0.63 0.78 -0.83
C -13.4432 -15.3998 3.8051 0.71 0.42 0.43
C -16.0054 -12.1486 5.6936 -0.18 -0.69 0.45
C -15.8133 -10.9045 6.3492 -0.53 -0.59 -0.63
C -18.0336 -15.4093 7.2021 0.37 0.64 0.65
C -18.7558 -14.5339 8.0179 -0.15 -0.92 -0.75
C -19.6034 -15.0175 9.0264 -0.20 0.72 0.59
C -19.5010 -16.3401 9.3592 -0.67 -0.18 0.37
C -20.1064 -17.1053 10.5171 -0.18 0.65 0.05
C -19.7625 -18.5759 10.2115 0.69 -0.76 1.03
C -18.9563 -18.5683 8.9492 0.10 -0.11 -0.91
C -18.4715 -19.5749 8.1231 -0.42 0.61 1.03
C -17.8830 -19.1889 6.9117 0.23 -0.46 0.20
C -17.6907 -17.8886 6.5187 -0.04 0.83 -0.41
P -17.2444 -17.6871 4.7554 0.30 0.09 0.81
C -18.2774 -18.8912 3.8952 -1.04 -0.34 -0.39
C -17.7712 -19.9488 3.1473 0.86 0.47 -0.06
C -18.5918 -20.7898 2.3943 -0.31 0.32 0.74
C -19.9740 -20.6393 2.4743 0.32 0.85 0.38
C -20.5255 -19.5927 3.2710 -0.25 -1.10 -1.03
C -19.6877 -18.7338 3.9252 0.59 0.64 0.55
C -15.5374 -18.1806 4.4480 -0.07 -0.41 -0.46
C -14.6624 -18.6236 5.4377 0.32 0.05 -0.56
C -13.3756 -19.0261 5.0530 0.04 0.00 0.74
C -12.9988 -19.0145 3.7379 -0.30 0.54 -1.07
C -13.8892 -18.6217 2.7299 0.57 0.21 -0.26
C -15.1398 -18.2033 3.0928 -0.20 0.01 0.51
C -18.1153 -16.8185 7.3747 -0.14 -0.64 -0.20
C -18.7947 -17.2244 8.5367 0.25 -0.14 -0.37
H -16.2488 -13.9973 8.5556 0.05 0.67 0.28
H -15.8467 -11.6902 9.6742 0.01 -0.04 0.00
H -14.9294 -9.1432 8.8354 -0.41 -0.07 -0.62
H -16.6119 -8.8535 8.5099 0.02 -0.07 -0.28
H -14.3311 -8.1709 6.6989 0.22 0.02 0.03
H -16.0200 -7.7778 6.4892 0.03 0.06 -0.20
H -14.7306 -8.9505 3.8151 -0.31 -0.11 0.34
H -14.8682 -11.0540 2.7289 0.23 0.13 -0.75
H -16.0392 -10.9548 1.2858 0.36 0.09 -0.48
H -18.1792 -10.9179 0.4914 0.46 0.73 -0.67
H -16.8842 -14.7266 -2.0919 0.31 -0.23 0.09
H -14.5951 -13.8742 -1.5613 -0.08 0.44 0.15
H -14.1851 -12.5617 0.5947 -0.26 -0.23 -0.34
H -13.2147 -12.2888 2.3895 0.32 -0.26 0.01
H -10.7957 -12.7381 2.6874 -0.46 -0.51 0.29
H -10.1055 -14.7555 3.9533 0.44 -0.25 -0.13
H -11.7743 -16.5475 4.4819 0.24 -0.26 0.38
H -14.1483 -16.1212 4.2323 0.14 0.49 -0.42
H -18.6739 -13.4903 7.7956 -0.11 0.46 0.20
H -20.2694 -14.3537 9.6054 0.60 -0.26 -0.43
H -21.1797 -16.9133 10.6629 0.24 -0.14 -0.37
H -19.6594 -16.6929 11.4378 0.05 -0.52 -0.19
H -20.5993 -19.2639 10.1632 -0.42 0.18 -0.24
H -19.1616 -19.0227 11.0223 -0.02 0.26 -0.20
H -18.5872 -20.6161 8.4010 0.07 0.03 -0.19
H -17.5451 -19.9603 6.2380 -0.10 -0.29 -0.10
H -16.6839 -20.0648 3.1035 -0.46 -0.23 -0.02
H -18.0884 -21.5568 1.8285 -0.33 -0.21 -0.23
H -20.6148 -21.2773 1.8974 -0.26 -0.24 -0.06
H -21.6178 -19.4609 3.3278 0.68 -0.11 -0.03
H -20.1390 -17.9152 4.4829 0.11 -0.03 0.13
H -14.9247 -18.6269 6.4806 -0.21 0.08 0.19
H -12.6138 -19.3184 5.7800 -0.50 0.08 0.02
H -11.9854 -19.1927 3.4618 0.58 -0.48 -0.06
H -13.5945 -18.5348 1.6698 -0.01 -0.32 0.74
H -15.7935 -17.8899 2.2969 -0.42 0.22 -0.06
N -18.5242 -16.6954 1.6711 -0.08 -0.08 -0.27
C -18.2679 -16.5712 0.2173 -0.32 0.86 -0.28
C -18.7395 -15.1581 -0.2579 0.11 0.19 0.62
C -17.6215 -14.1619 -0.0902 -0.30 -0.22 -0.43
O -18.3723 -12.6354 -0.2897 1.54 -2.04 -0.05
O -17.1332 -14.0914 1.1982 -0.74 -0.06 -0.72
H -18.0959 -17.5600 1.9886 -0.24 -0.22 -0.03
H -19.5410 -16.8224 1.7986 0.62 -0.03 0.03
H -18.8332 -17.3264 -0.3355 0.19 0.05 -0.02
H -17.1938 -16.6969 0.0015 -0.41 -0.08 0.18
H -19.6092 -14.8417 0.3275 0.07 -0.09 -0.06
H -19.0141 -15.0937 -1.3131 -0.05 -0.37 0.11

Computed relative energy (zero: lowest compared OMol25 entry of this formula, charge and spin) (kJ/mol) in order:
114.3 452.1
Computed E_tot (a.u.) in order:
-5527.7722 -3543.3244